51
Properties=species:S:1:pos:R:3:forces:R:3:mulliken_charge:R:1 method="wB97M-V/def2-TZVPD" charge=-1 lumo_ha=0.0751 gap_ev=5.3 energy_ev=-115680.5169 multiplicity=1
C -5.6375 -3.0279 0.3821 -0.488 0.108 0.001 -1.323
C -4.2671 -3.6105 0.4017 0.263 -0.590 -0.011 0.868
C -3.1744 -2.7765 0.4337 0.698 -0.209 0.016 -0.666
C -1.8837 -3.3266 0.4422 -0.472 -0.943 -0.011 0.175
C -1.7215 -4.7287 0.4117 -1.003 0.100 -0.022 0.669
C -2.8370 -5.5765 0.3836 1.004 0.010 0.015 -1.015
C -4.0857 -5.0122 0.3792 -0.155 0.659 0.018 -0.661
N -0.3610 -4.9483 0.4071 0.367 -0.182 -0.027 -0.112
C 0.2319 -3.6949 0.4316 -0.839 0.558 0.054 0.318
C 1.6975 -3.4789 0.4165 0.242 -0.067 0.007 -0.982
N -0.6588 -2.7260 0.4641 1.183 -0.277 -0.004 -0.372
H -6.4006 -3.8094 0.3768 0.017 0.066 -0.001 0.345
H -5.8027 -2.4014 1.2620 -0.067 0.027 -0.083 0.312
H -5.7806 -2.4111 -0.5085 -0.069 0.026 0.078 0.303
H -3.2928 -1.7098 0.4423 -0.009 0.382 0.014 0.563
H -2.7019 -6.6429 0.3647 -0.068 -0.343 -0.015 0.336
H -4.9573 -5.6448 0.3554 -0.170 -0.153 -0.004 0.303
H 0.1034 -5.8594 0.3738 -0.295 0.849 0.022 0.201
H 1.9315 -2.4132 0.4171 -0.202 -0.081 0.010 0.061
H 2.1635 -3.9308 1.2931 0.062 -0.030 0.016 0.327
H 2.1420 -3.9242 -0.4747 0.051 -0.033 -0.013 0.325
O 0.4755 3.6280 2.5982 -0.475 0.636 0.588 -0.354
C 0.9051 2.7382 2.0322 0.483 -0.506 -0.182 0.121
Co 1.5956 1.4088 1.0419 -0.102 -0.477 -0.198 0.089
C 2.6843 0.3292 2.0474 -1.416 0.467 -0.835 0.130
O 3.3591 -0.3234 2.6912 0.624 -0.381 0.481 -0.412
C 0.1712 0.5636 0.3113 1.630 -0.205 0.548 0.163
O -0.7465 0.1090 -0.1831 -0.726 -0.036 -0.211 -0.309
C 1.8711 2.4809 -0.7562 0.645 -0.609 2.836 -0.656
C 0.7878 3.5211 -0.7033 0.861 -0.712 -1.071 0.772
C -0.5219 3.1448 -0.9904 -0.422 -0.159 -0.329 -0.159
C -1.5801 4.0228 -0.8351 0.220 -0.408 -0.179 -0.878
C -1.3336 5.3158 -0.4297 -0.282 0.580 0.036 -0.358
C -0.0429 5.7133 -0.1522 0.035 0.109 0.017 -0.869
C 1.0104 4.8315 -0.3149 -0.001 0.303 0.003 0.070
C 3.0623 2.4151 0.1272 1.898 3.804 -2.638 0.712
C 3.7963 3.6271 0.4815 -1.698 -4.237 0.003 -1.073
Co 3.3443 1.3182 -1.5878 -1.703 0.686 1.708 -0.036
C 2.0303 0.4617 -2.5011 1.127 0.132 0.161 0.147
O 1.1837 -0.0510 -3.0638 -0.481 -0.118 -0.154 -0.344
C 4.2958 -0.0258 -0.7868 -0.654 1.139 -1.027 0.139
O 4.8923 -0.8609 -0.2931 0.249 -0.397 0.358 -0.364
C 4.2730 2.4178 -2.6848 -0.271 -0.838 0.659 0.095
O 4.8573 3.1190 -3.3661 0.340 0.544 -0.468 -0.385
H -0.7022 2.1319 -1.3203 -0.077 0.123 -0.019 0.413
H -2.5974 3.7018 -1.0119 -0.015 -0.091 -0.158 0.391
H -2.1433 6.0302 -0.3945 -0.112 0.057 0.267 0.367
H 0.1425 6.7116 0.2185 0.079 0.140 -0.117 0.378
H 2.0115 5.1654 -0.1360 0.257 0.135 0.048 0.565
H 4.8741 3.6419 0.3865 0.121 0.122 -0.074 0.300
H 3.3370 4.3668 1.1196 -0.183 0.321 -0.115 0.369

47
Properties=species:S:1:pos:R:3:forces:R:3:mulliken_charge:R:1 method="wB97M-V/def2-TZVPD" lumo_ha=0.0073 gap_ev=8.0 energy_ev=-44564.5033 multiplicity=1
O 0.4331 2.5296 -1.6865 0.236 -0.023 0.032 -0.553
C 1.0377 2.4752 -0.6433 -0.038 0.189 -0.048 0.442
C 2.1856 1.5732 -0.4289 0.441 -0.440 -0.214 0.698
C 2.2828 0.4397 -1.2368 -0.096 0.187 0.102 -0.867
C 3.3345 -0.4392 -1.0914 0.070 0.029 0.074 -0.536
C 4.3340 -0.1990 -0.1491 -0.259 0.291 0.012 0.505
C 4.2414 0.9426 0.6472 0.122 -0.155 -0.033 -0.856
C 3.1789 1.8132 0.5199 -0.279 0.055 -0.228 -0.475
H 3.1394 2.6928 1.1447 -0.026 0.068 0.106 0.408
H 5.0029 1.1343 1.3890 0.064 0.009 0.060 0.482
C 5.4656 -1.1241 0.0004 0.236 -0.196 0.035 0.340
C 6.7598 -0.6391 0.1766 -0.095 -0.006 -0.022 -0.434
C 7.8243 -1.5101 0.3138 0.094 -0.013 0.042 -0.553
C 7.6124 -2.8784 0.2858 0.055 -0.040 0.003 -0.421
C 6.3297 -3.3711 0.1139 0.036 -0.099 -0.023 -0.553
C 5.2645 -2.5024 -0.0323 -0.014 0.108 0.013 -0.458
H 4.2634 -2.8912 -0.1472 -0.099 -0.032 -0.013 0.478
H 6.1590 -4.4376 0.0956 -0.019 -0.079 0.006 0.374
H 8.4443 -3.5580 0.3966 0.066 -0.056 0.009 0.370
H 8.8236 -1.1204 0.4412 0.075 0.031 0.002 0.375
H 6.9333 0.4272 0.1807 0.005 0.094 -0.001 0.468
H 3.4006 -1.3091 -1.7279 0.007 -0.080 -0.056 0.493
H 1.5116 0.2655 -1.9713 -0.067 -0.008 -0.067 0.472
C 0.6560 3.3485 0.5469 -0.763 0.052 -0.032 -0.910
H 0.8160 2.8300 1.4903 0.121 0.041 -0.069 0.418
H 1.2164 4.2837 0.5232 0.005 0.017 0.049 0.469
S -1.0996 3.8134 0.4404 0.189 0.510 0.052 -0.211
C -1.7003 2.2017 0.3956 0.531 -0.473 0.262 0.519
N -1.0086 1.1147 0.5491 0.453 1.403 0.104 -0.092
N -1.8783 0.0921 0.4387 -1.367 -1.020 -0.207 -0.691
C -3.0551 0.5989 0.2275 0.804 -0.165 0.154 0.183
C -4.2895 -0.0923 0.0504 -0.764 0.222 -0.133 0.705
C -5.5207 0.4733 -0.1830 0.561 0.110 0.088 -0.698
N -6.4584 -0.5030 -0.2925 -0.418 0.085 -0.077 0.004
C -5.8626 -1.7271 -0.1345 0.499 -0.354 0.104 -0.477
C -6.4049 -3.0053 -0.1617 -0.065 -0.046 -0.010 -0.831
C -5.5426 -4.0631 0.0346 -0.168 0.004 -0.028 -0.451
C -4.1767 -3.8604 0.2522 0.182 -0.040 0.030 -0.697
C -3.6317 -2.5954 0.2805 -0.026 -0.111 0.003 -0.371
C -4.4840 -1.5123 0.0855 -0.376 0.067 -0.066 0.979
H -2.5806 -2.4234 0.4465 0.113 -0.032 0.021 0.517
H -3.5405 -4.7201 0.4003 0.070 -0.061 0.015 0.389
H -5.9292 -5.0713 0.0204 -0.045 -0.072 -0.005 0.378
H -7.4602 -3.1619 -0.3297 -0.099 -0.048 -0.015 0.361
H -7.4376 -0.3510 -0.4679 0.141 0.001 0.025 0.176
H -5.7759 1.5113 -0.2767 -0.064 0.150 -0.019 0.487
O -3.0090 1.9656 0.1917 -0.028 -0.072 -0.038 -0.354

62
Properties=species:S:1:pos:R:3:forces:R:3:mulliken_charge:R:1 method="wB97M-V/def2-TZVPD" lumo_ha="-0.0769 / -0.0763" gap_ev="7.5 / 7.5" energy_ev=-145959.5266 multiplicity=2
Pd 0.7737 -1.4939 1.4483 0.248 -0.190 -0.452 0.150
O 4.2639 0.4823 1.8406 0.008 0.041 0.010 -0.618
S 3.1350 -0.2289 1.3800 -0.239 -0.288 0.697 1.183
O 1.9139 -0.0570 2.2797 0.446 0.155 -0.446 -0.641
O 3.2104 -1.6339 1.0436 0.063 0.073 -0.064 -0.672
C 0.6290 2.1906 1.5054 0.105 -0.073 0.036 0.357
C 0.9021 3.5315 1.4544 -0.042 0.027 -0.024 -1.041
C -0.1567 4.3645 1.1075 0.008 0.032 -0.009 -0.395
C -1.4130 3.8282 0.8339 0.033 -0.008 0.005 -0.854
C -1.6269 2.4639 0.9005 0.024 -0.018 0.013 -0.232
C -0.5704 1.5958 1.2439 -0.287 0.187 -0.057 0.541
P -0.9523 -0.1607 1.4371 -0.128 0.000 -0.029 1.672
C -1.8989 -0.2920 2.9570 -0.133 0.012 -0.046 0.721
C -3.2615 0.0035 2.9610 0.004 -0.004 0.022 -0.219
C -3.9698 -0.0396 4.1501 0.020 -0.010 0.023 -0.789
C -3.3215 -0.3741 5.3316 -0.020 0.009 -0.002 -0.484
C -1.9657 -0.6653 5.3273 0.026 -0.009 -0.020 -0.755
C -1.2506 -0.6268 4.1407 0.035 0.002 0.051 -0.555
C -1.9653 -0.6021 0.0225 -0.051 0.055 -0.020 0.786
C -1.6925 -0.0074 -1.2128 0.062 -0.019 -0.001 -0.530
C -2.3772 -0.4122 -2.3438 -0.010 -0.002 0.002 -0.747
C -3.3361 -1.4131 -2.2502 -0.005 0.007 -0.015 -0.584
C -3.6115 -2.0040 -1.0275 0.004 -0.012 0.014 -0.790
C -2.9285 -1.6050 0.1100 -0.004 -0.003 0.037 -0.585
H 1.8848 3.9266 1.6751 0.015 0.002 0.006 0.528
H -0.0045 5.4350 1.0511 0.008 0.004 0.006 0.419
H -2.2315 4.4827 0.5675 -0.006 0.005 -0.003 0.429
H -2.6122 2.0691 0.6821 0.006 -0.034 -0.002 0.346
H -3.7753 0.2509 2.0405 0.015 0.010 -0.005 0.321
H -5.0286 0.1811 4.1528 -0.008 0.001 0.003 0.425
H -3.8782 -0.4133 6.2584 -0.001 -0.001 0.003 0.403
H -1.4612 -0.9341 6.2451 -0.007 0.002 0.012 0.428
H -0.1934 -0.8644 4.1411 -0.015 -0.002 -0.025 0.403
H -0.9482 0.7754 -1.2890 0.013 -0.003 0.018 0.342
H -2.1629 0.0498 -3.2982 0.006 -0.004 -0.003 0.463
H -3.8657 -1.7361 -3.1365 -0.001 -0.002 -0.007 0.410
H -4.3445 -2.7950 -0.9553 -0.013 -0.009 -0.001 0.452
H -3.1341 -2.0868 1.0547 0.039 -0.037 0.021 0.411
F 4.7141 3.6063 -4.8828 -0.002 0.021 0.020 -0.305
C 4.1642 2.3998 -4.7570 -0.027 -0.090 -0.016 0.241
C 3.4866 2.0509 -3.6644 0.058 0.032 -0.064 -0.015
N 2.9007 0.8046 -3.5386 -0.014 -0.039 0.047 0.270
C 2.2495 0.4455 -2.3022 -0.045 0.002 -0.095 -1.183
C 3.2410 0.2860 -1.1732 -0.133 0.140 0.279 0.641
O 4.3903 0.0225 -1.2641 0.056 -0.019 -0.048 -0.507
O 2.5738 0.5044 0.0278 0.008 -0.109 -0.318 0.123
C 3.0238 -0.1666 -4.5200 0.029 0.007 -0.063 0.448
O 2.5399 -1.2697 -4.4228 -0.026 -0.026 0.015 -0.611
N 3.7321 0.2410 -5.6340 -0.058 -0.037 0.060 -0.056
C 4.3398 1.4692 -5.8759 0.044 0.131 0.031 0.254
O 4.9312 1.7056 -6.8986 -0.010 -0.028 -0.004 -0.590
H 3.3653 2.7299 -2.8316 0.004 0.007 -0.003 0.479
H 1.7689 -0.5253 -2.4503 0.006 0.026 0.023 0.464
H 1.4793 1.1688 -2.0319 0.053 0.054 0.013 0.301
H 3.8256 -0.4556 -6.3600 0.004 -0.003 -0.004 0.242
F -0.0254 -3.0623 0.1054 -0.145 0.059 0.218 -0.639
As -0.5198 -4.4025 1.2575 -0.005 0.083 0.240 2.059
F -2.0116 -4.5648 0.4195 0.116 0.095 -0.007 -0.466
F -0.9673 -5.5021 2.4832 0.060 -0.002 -0.126 -0.475
F 0.2265 -5.5688 0.2658 -0.017 0.104 -0.017 -0.476
F 1.0068 -4.0431 2.0352 -0.097 -0.048 0.030 -0.494
F -1.2091 -3.0592 2.1830 -0.078 -0.256 0.039 -0.405

57
Properties=species:S:1:pos:R:3:forces:R:3:mulliken_charge:R:1 method="wB97M-V/def2-TZVPD" charge=+2 lumo_ha="-0.2883 / -0.4003" gap_ev="5.0 / 2.0" energy_ev=-109908.9316 multiplicity=2
Sr 0.0367 -0.0141 -1.2830 0.409 0.414 0.095 2.351
C 4.7747 0.4185 -1.0663 0.008 -0.040 -0.024 -1.066
C 3.6677 -0.2494 -1.5780 -0.008 -0.013 -0.041 -0.406
N 2.5399 0.2028 -1.0335 -0.413 0.042 0.086 -0.883
N 2.8972 1.1834 -0.1596 0.200 0.088 0.077 0.644
C 4.2415 1.3137 -0.1674 -0.057 -0.012 -0.022 -0.087
B 1.9654 1.9900 0.8174 0.052 0.031 0.007 0.365
N 1.1713 1.0262 1.7487 0.012 -0.014 0.186 0.195
C 1.1072 0.9762 3.0911 -0.003 -0.028 -0.057 -0.022
C 0.1499 0.0494 3.4525 -0.052 -0.035 0.009 -1.345
C -0.3403 -0.4277 2.2420 0.029 -0.002 0.038 -0.372
N 0.2714 0.1633 1.2147 -0.037 0.013 -0.278 -0.291
N 0.9090 2.8740 0.0669 0.035 0.034 0.038 1.061
C 0.4001 4.0298 0.5361 -0.001 -0.037 -0.030 -0.190
C -0.5549 4.4844 -0.3464 -0.042 0.009 -0.052 -1.010
C -0.5810 3.5144 -1.3477 -0.057 -0.006 0.047 -0.471
N 0.2894 2.5366 -1.0903 0.087 -0.261 -0.043 -1.207
N 2.8582 2.9273 1.6081 -0.046 -0.035 -0.106 0.510
C 3.4136 4.0943 1.1695 -0.090 -0.007 -0.021 -0.237
C 4.4333 4.4210 2.0176 0.075 0.017 0.038 -0.844
C 4.4574 3.3673 2.9557 0.015 0.051 -0.047 -0.302
N 3.5292 2.4697 2.6956 0.046 -0.030 0.051 -1.082
H 5.8118 0.2737 -1.3097 0.001 0.000 0.003 0.457
H 3.6358 -1.0298 -2.3237 0.004 0.001 0.001 0.466
H 4.7448 2.0221 0.4669 -0.012 0.015 0.012 0.331
H 1.7648 1.5818 3.6879 -0.014 -0.015 -0.001 0.559
H -0.1374 -0.2343 4.4491 -0.004 -0.002 -0.003 0.419
H -1.1023 -1.1726 2.0644 -0.004 0.001 0.000 0.407
H 0.7543 4.4592 1.4575 0.013 -0.005 -0.005 0.571
H -1.1261 5.3933 -0.2812 -0.002 -0.001 -0.008 0.457
H -1.1704 3.4900 -2.2526 0.004 0.008 0.002 0.574
H 3.0519 4.5980 0.2881 -0.007 -0.009 0.011 0.508
H 5.0661 5.2902 1.9745 0.000 -0.006 0.009 0.441
H 5.1097 3.2339 3.8034 0.011 0.001 0.011 0.479
Se -5.8457 -5.9221 -1.2628 -0.016 -0.005 0.002 0.595
N -5.9371 -4.1498 -1.2600 0.055 -0.016 0.000 -0.772
C -4.7059 -3.7133 -1.2490 -0.068 0.043 0.002 1.075
C -4.3387 -2.3230 -1.2360 0.018 0.039 0.007 0.818
C -5.3120 -1.3179 -1.1981 -0.003 0.001 -0.003 -0.557
C -4.9056 -0.0030 -1.1650 0.003 0.013 0.009 -0.913
C -3.5427 0.2583 -1.1842 0.032 -0.042 -0.022 -0.359
N -2.6014 -0.6937 -1.2377 0.029 -0.112 -0.003 -0.189
C -2.9769 -1.9705 -1.2511 -0.260 0.098 0.019 -0.381
C -1.9182 -3.0226 -1.2472 0.082 -0.261 0.016 -0.431
N -0.6451 -2.6385 -1.2354 -0.081 0.024 0.008 -0.244
C 0.3144 -3.5722 -1.1699 -0.043 0.033 -0.025 -0.346
C 0.0632 -4.9366 -1.1394 0.014 -0.003 0.011 -0.911
C -1.2484 -5.3531 -1.1746 0.003 -0.006 -0.009 -0.566
C -2.2611 -4.3876 -1.2236 0.044 0.029 0.001 0.812
C -3.6471 -4.7644 -1.2418 0.034 -0.068 0.006 1.069
N -4.0756 -5.9996 -1.2471 -0.005 0.053 -0.001 -0.771
H -6.3601 -1.5872 -1.1878 0.001 -0.004 0.000 0.546
H -5.6164 0.8093 -1.1237 0.003 0.003 0.002 0.466
H -3.1853 1.2820 -1.1525 0.013 -0.001 -0.001 0.534
H 1.3351 -3.2066 -1.1367 -0.005 0.011 -0.001 0.533
H 0.8809 -5.6407 -1.0881 0.002 0.003 0.002 0.461
H -1.5100 -6.4031 -1.1572 -0.002 0.001 -0.001 0.548